No. 1
The following is a DFT calculation (ωB97M-V/def2-TZVPD) of a structure of composition C37H35FN3O7S3W in a non-equilibrium geometry.

Last column: Mulliken charge in e.
Atoms and positions in Å:
W: 0.2725 0.1065 -0.4362  0.869
O: 3.6843 1.3399 1.2214  -0.785
S: 2.9142 0.3353 0.5433  1.792
O: 2.5906 0.6742 -0.8497  -0.567
O: 1.5232 0.2426 1.1528  -0.899
C: 3.7030 -1.2052 0.7931  0.139
C: 4.4867 -1.3370 1.9425  -0.744
C: 5.0207 -2.5557 2.2934  -0.661
C: 4.7806 -3.6906 1.5103  -0.633
C: 4.0069 -3.5692 0.3683  -0.316
C: 3.4721 -2.3510 0.0067  -0.264
S: 2.4865 -2.1971 -1.4407  1.947
O: 2.1036 -3.5018 -1.9057  -0.785
O: 3.1634 -1.3941 -2.4190  -0.794
O: 1.2743 -1.4763 -0.8643  0.427
H: 4.6575 -0.4448 2.5275  0.558
H: 5.6290 -2.6452 3.1830  0.395
H: 5.2002 -4.6447 1.7940  0.432
H: 3.7914 -4.4146 -0.2709  0.524
O: -1.3917 0.2820 -0.4260  -0.639
N: -1.8521 0.7887 -3.1418  0.129
C: -3.0451 0.8116 -3.7092  -0.259
C: -3.2373 0.6477 -5.0732  -0.729
C: -2.1137 0.4973 -5.8751  -0.389
C: -0.8633 0.4804 -5.2890  -0.864
C: -0.7730 0.5996 -3.8960  0.730
S: 0.7661 0.4739 -3.0602  -0.181
H: -3.8768 0.9639 -3.0293  0.443
H: -4.2300 0.6553 -5.5008  0.428
H: -2.2167 0.3938 -6.9467  0.385
H: 0.0362 0.3528 -5.8731  0.482
C: 0.3991 -4.0002 4.2534  -1.587
C: 1.2083 -3.2452 3.1825  0.664
C: 1.1778 -1.7639 3.5464  -1.635
C: 0.7342 -3.7231 1.8053  0.595
C: 1.2288 -4.9894 1.4953  -0.552
C: 0.8005 -5.6951 0.3936  -1.210
C: -0.1696 -5.1359 -0.4091  -0.741
C: -0.6761 -3.8596 -0.1904  0.929
C: -1.7576 -3.4591 -1.2039  0.305
C: -2.9508 -2.6648 -0.6706  -1.536
C: -1.1500 -2.6967 -2.3855  -0.787
C: -0.1674 -3.0934 0.9017  -0.897
N: -0.5242 -1.7348 1.0957  1.181
C: -1.5238 -1.4839 1.9751  0.217
C: -2.4029 -2.4678 2.4930  -0.612
C: -3.4550 -2.1376 3.3270  -1.204
C: -3.6803 -0.8264 3.7165  -0.705
C: -2.7973 0.1606 3.2911  -1.027
C: -1.7610 -0.1786 2.4603  0.122
F: -0.8503 0.7827 2.1504  0.082
H: 0.7779 -3.7479 5.2465  0.441
H: 0.4679 -5.0797 4.1142  0.377
H: -0.6502 -3.7093 4.2014  0.286
H: 2.2536 -3.5701 3.2601  0.357
H: 0.1826 -1.4622 3.8659  0.319
H: 1.4782 -1.1324 2.7241  0.003
H: 1.8649 -1.5968 4.3809  0.497
H: 1.9669 -5.4329 2.1559  0.519
H: 1.2019 -6.6765 0.1735  0.385
H: -0.5468 -5.7058 -1.2499  0.311
H: -2.1496 -4.4049 -1.5954  0.698
H: -2.6626 -1.6396 -0.4517  -0.010
H: -3.3737 -3.1238 0.2203  0.371
H: -3.7251 -2.6411 -1.4424  0.557
H: -0.9515 -1.6762 -2.0619  -0.424
H: -1.8522 -2.6611 -3.2229  0.632
H: -0.2173 -3.1506 -2.7142  0.273
H: -2.2393 -3.4950 2.1953  0.753
H: -4.1102 -2.9224 3.6856  0.396
H: -4.5180 -0.5665 4.3483  0.391
H: -2.8955 1.1867 3.6188  0.548
C: 0.4480 2.4743 -0.3581  -1.718
C: -0.7552 3.0672 0.2319  1.008
C: -0.7758 3.5546 1.5478  -0.494
C: -1.9339 4.0233 2.1243  -0.701
C: -3.1344 4.0180 1.4020  0.455
C: -3.1203 3.5779 0.0699  -0.843
C: -1.9536 3.1385 -0.5049  -0.122
C: -4.3373 4.4317 2.0222  0.037
N: -5.3147 4.7622 2.5365  -0.607
H: 1.3489 2.6885 0.2172  0.634
H: 0.5657 2.7526 -1.4076  0.511
H: 0.1396 3.5299 2.1248  0.339
H: -1.9392 4.3865 3.1439  0.433
H: -4.0483 3.5785 -0.4879  0.433
H: -1.9462 2.7759 -1.5219  0.186

- Total energy: -3483.45402 a.u.
- E_HOMO (spin up / spin down): -3.917 / -3.891 eV
- Multiplicity: 3
- ⟨S²⟩: 2.02
- Charge: -1

=====

No. 2
The following is a DFT calculation (ωB97M-V/def2-TZVPD) of a structure of composition C37H35N11O4PtS4 in a non-equilibrium geometry.

Last column: Mulliken charge in e.
Atoms and positions in Å:
Pt: -0.0193 -0.3955 0.6374  2.571
C: 4.3548 -0.3788 2.0845  -0.756
N: 3.6560 0.8666 1.7800  0.262
C: 3.8615 2.0567 2.4416  -0.800
C: 3.0080 2.9514 1.9142  -0.277
N: 2.3025 2.3115 0.9069  0.762
C: 2.6883 1.0106 0.8584  -0.575
S: 2.1805 -0.3274 -0.1267  -0.443
C: 1.2557 3.0162 0.2056  0.072
C: 1.4192 4.3800 0.0016  -0.958
C: 0.3409 5.0910 -0.4872  -0.556
C: -0.8444 4.4211 -0.7452  -1.275
C: -0.8693 3.0537 -0.5554  -0.004
N: 0.1733 2.3466 -0.1139  0.642
H: 4.8539 -0.2555 3.0414  0.312
H: 5.0897 -0.5999 1.3136  0.315
H: 3.6352 -1.1901 2.1444  0.320
H: 4.5760 2.1523 3.2391  0.470
H: 2.7933 3.9637 2.2007  0.514
H: 2.3504 4.8778 0.2293  0.617
H: 0.4188 6.1589 -0.6385  0.422
H: -1.7307 4.9456 -1.0731  0.422
H: -1.7948 2.5053 -0.7102  0.371
C: 3.9058 -1.4236 -10.2140  -0.854
O: 3.9779 -1.7519 -8.8093  -0.364
C: 2.9425 -2.2558 -8.1968  0.861
C: 3.1518 -2.5625 -6.8215  -0.968
C: 2.1486 -3.0957 -6.0852  -0.208
C: 0.8862 -3.3310 -6.6968  0.378
C: 0.6959 -3.0525 -8.0709  -0.422
C: 1.7010 -2.5088 -8.8173  -0.375
N: -0.1886 -3.8442 -6.0649  -1.166
N: -0.1604 -4.1887 -4.8884  0.453
C: -0.1209 -3.9360 -3.6463  0.723
C: 0.2304 -5.0173 -2.7312  -0.795
C: 0.3230 -4.7740 -1.4304  -0.968
C: 0.0284 -3.4563 -0.8193  0.462
O: 0.0362 -3.3545 0.3795  -0.457
C: -0.3418 -2.3198 -1.7683  0.448
N: -0.5917 -1.0854 -1.2945  -0.558
C: -1.0541 -0.1529 -2.1288  0.292
C: -1.3005 -0.3864 -3.4731  -1.083
C: -0.9976 -1.6257 -3.9864  -0.636
C: -0.4909 -2.6012 -3.1280  0.998
H: 4.8797 -1.0185 -10.4590  0.243
H: 3.1343 -0.6745 -10.3837  0.376
H: 3.7163 -2.3237 -10.7962  0.381
H: 4.1337 -2.3759 -6.4089  0.465
H: 2.3142 -3.3591 -5.0476  0.445
H: -0.2690 -3.2799 -8.5062  0.487
H: 1.5508 -2.2926 -9.8639  0.473
H: 0.4283 -5.9898 -3.1622  0.531
H: 0.5983 -5.5443 -0.7214  0.492
H: -1.2202 0.8199 -1.6962  -0.136
H: -1.7072 0.4020 -4.0901  0.526
H: -1.1698 -1.8406 -5.0329  0.567
S: 0.7824 -0.4802 2.8164  -0.363
C: -0.6753 -0.9134 3.6413  -0.324
N: -1.2475 -0.1839 4.5779  0.213
C: -2.5339 -0.7425 4.9980  -0.540
C: -2.5396 -2.1212 4.2950  -0.586
N: -1.3575 -2.0315 3.4371  0.070
H: -0.9531 0.7657 4.7685  -0.024
H: -3.3438 -0.1008 4.6492  0.281
H: -2.5913 -0.8230 6.0808  0.487
H: -3.4419 -2.2752 3.7065  0.303
H: -2.4361 -2.9418 5.0037  0.349
H: -1.0582 -2.7073 2.7556  0.197
N: -2.1504 1.8409 8.7111  -0.556
C: -1.9780 2.2427 7.4098  0.915
C: -3.0823 2.5465 6.6026  -0.818
C: -2.9096 2.9216 5.2832  -0.360
C: -1.6305 2.9975 4.7434  -0.671
C: -0.5218 2.7104 5.5367  -0.700
C: -0.6922 2.3289 6.8536  -0.267
S: -1.4141 3.3255 3.0316  1.419
O: -0.1449 3.9898 2.8670  -0.713
O: -2.6102 3.9744 2.5450  -0.790
N: -1.2490 1.8624 2.4080  0.059
C: -2.2063 1.1716 1.8381  0.265
S: -3.9056 1.5988 1.6652  -0.069
C: -4.2016 0.1210 0.7920  -0.688
C: -3.0656 -0.5798 0.6601  -0.869
N: -1.9484 -0.0238 1.2556  -0.281
H: -3.0420 2.0002 9.1452  0.215
H: -1.3605 1.8731 9.3306  0.212
H: -4.0792 2.5030 7.0252  0.373
H: -3.7635 3.1736 4.6673  0.538
H: 0.4709 2.7929 5.1110  0.439
H: 0.1718 2.1141 7.4715  0.339
H: -5.1866 -0.1453 0.4457  0.503
H: -2.9743 -1.5452 0.1821  0.402

- Total energy: -4045.81459 a.u.
- E_HOMO (spin up / spin down): -11.203 / -11.203 eV
- Charge: +2

=====

> Which of these has the highest charge?

C37H35N11O4PtS4

=====

> Among the records above, which one has the lowest total energy?

C37H35N11O4PtS4

=====

> Look up the charge of the first one.

-1